Density functional theory data (ωB97M-V/def2-TZVPD) for C5H3N as an isolated structure.

```
9
Properties=species:S:1:pos:R:3:forces:R:3
C -1.192 0.328 1.029 -0.2486 -2.3743 0.8079
C -0.988 -0.924 1.116 0.5804 1.0090 -0.7103
C -0.027 -0.545 -0.640 -0.0840 -2.3471 -0.6212
C -0.320 0.844 -0.069 0.2829 0.4564 -0.3247
C -0.158 -1.790 0.157 -0.9577 1.9305 1.6263
N -0.616 -1.521 -1.224 0.1837 1.3655 -0.6911
H -0.845 1.451 -0.803 0.1023 0.0325 -0.0471
H 0.560 1.367 0.307 -0.0912 0.0231 -0.1115
H 0.554 -2.533 0.450 0.2322 -0.0957 0.0716
```
Positions in Å, forces in eV/Å.

Computed properties:
LUMO (alpha / beta) in Eh: -0.0312 / -0.0313
HOMO (alpha / beta) in eV: -9.121 / -9.120
Maximum force in eV Å⁻¹: 2.7

=====

Density functional theory data (ωB97M-V/def2-TZVPD) for a 2-piece molecular cluster, C5H3N overall.

```
9
Properties=species:S:1:pos:R:3:forces:R:3
C -2.080 0.343 1.085 0.1476 0.4170 0.3737
C -0.717 -0.697 -0.849 2.2409 0.1493 1.3719
C 2.574 0.397 -0.161 0.4799 -0.7791 0.5460
C -1.134 -0.019 0.415 -0.7494 -0.6286 0.2496
C 0.241 -0.740 0.040 -1.8207 -0.3268 -1.3220
N 2.794 1.149 -0.983 0.2291 1.1232 -0.9419
H -2.852 0.692 1.722 -0.1723 0.1678 -0.0132
H -1.204 -0.731 -1.782 -0.4408 -0.1264 -0.6372
H 2.380 -0.393 0.514 0.0857 0.0037 0.3732
```
Positions in Å, forces in eV/Å.

Computed properties:
LUMO in Eh: -0.0203
HOMO in eV: -9.706
Maximum force in eV Å⁻¹: 2.6

=====

Density functional theory data (ωB97M-V/def2-TZVPD) for one molecule with the formula C5H3N.

```
9
Properties=species:S:1:pos:R:3:forces:R:3
C -0.264 -1.124 -0.737 1.2909 -2.5483 -1.6105
C -0.419 -1.033 0.547 -1.2253 1.9697 2.2625
C -0.168 0.080 1.240 -0.0618 -2.4101 -0.1672
C 0.637 0.933 0.123 3.4276 4.0494 1.1688
N 1.668 1.240 0.929 -3.6724 -0.8810 -0.4107
C 0.594 0.959 1.935 0.9823 -0.6032 0.2366
H 0.757 -0.786 -1.000 -0.2958 0.0347 -0.4038
H -0.696 -1.775 -1.476 -0.6441 0.1049 -0.0333
H 0.371 1.472 2.889 0.1986 0.2838 -1.0424
```
Positions in Å, forces in eV/Å.

Computed properties:
LUMO (alpha / beta) in Eh: -0.0235 / -0.0234
HOMO (alpha / beta) in eV: -9.133 / -9.132
Maximum force in eV Å⁻¹: 5.4

=====

- Which of these has the highest maximum force?
  number 3

=====

What did the third record say?
Density functional theory data (ωB97M-V/def2-TZVPD) for one molecule with the formula C5H3N.

```
9
Properties=species:S:1:pos:R:3:forces:R:3
C -0.264 -1.124 -0.737 1.2909 -2.5483 -1.6105
C -0.419 -1.033 0.547 -1.2253 1.9697 2.2625
C -0.168 0.080 1.240 -0.0618 -2.4101 -0.1672
C 0.637 0.933 0.123 3.4276 4.0494 1.1688
N 1.668 1.240 0.929 -3.6724 -0.8810 -0.4107
C 0.594 0.959 1.935 0.9823 -0.6032 0.2366
H 0.757 -0.786 -1.000 -0.2958 0.0347 -0.4038
H -0.696 -1.775 -1.476 -0.6441 0.1049 -0.0333
H 0.371 1.472 2.889 0.1986 0.2838 -1.0424
```
Positions in Å, forces in eV/Å.

Computed properties:
LUMO (alpha / beta) in Eh: -0.0235 / -0.0234
HOMO (alpha / beta) in eV: -9.133 / -9.132
Maximum force in eV Å⁻¹: 5.4

=====

- What is the maximum force in the third record?
  5.4 eV Å⁻¹

=====

- Look up the maximum force of the third one.
  5.4 eV Å⁻¹